{"formula": "C12H19Cl2N3OTl", "method": "ωB97M-V/def2-TZVPD", "energy_ev": -49007.4185, "total_charge": -1, "e_homo_ev": [-3.80, -2.09], "molar_mass_g_mol": 496.59, "max_force_ev_per_a": 3.35, "e_above_lowest_kj_mol": 123.0, "symbols": ["Tl", "Cl", "Cl", "C", "H", "H", "C", "C", "H", "C", "H", "C", "H", "H", "C", "H", "H", "C", "H", "H", "H", "H", "C", "N", "C", "C", "C", "N", "C", "O", "N", "H", "H", "H", "H", "H", "H", "H"], "positions_angstrom": [[2.168, -0.285, -0.550], [0.070, -1.808, -1.013], [1.681, 2.132, 0.035], [3.635, -1.325, 0.263], [4.237, -0.926, 1.099], [3.731, -2.409, 0.052], [-0.802, 1.601, -2.000], [0.264, 1.087, -2.541], [-0.696, 2.402, -1.266], [0.216, -0.170, -3.346], [1.240, 1.574, -2.440], [-1.115, -0.262, -4.071], [1.092, -0.321, -3.992], [0.219, -1.043, -2.561], [-2.283, -0.140, -3.094], [-1.166, 0.588, -4.764], [-1.179, -1.187, -4.651], [-2.201, 1.145, -2.236], [-3.215, -0.138, -3.671], [-2.312, -0.998, -2.410], [-2.808, 1.925, -2.724], [-2.688, 0.964, -1.267], [1.051, -2.612, 4.679], [0.395, -1.548, 3.942], [-0.696, -0.947, 4.464], [-1.297, 0.088, 3.801], [-0.687, 0.490, 2.571], [0.340, -0.143, 2.042], [0.965, -1.150, 2.699], [1.973, -1.738, 2.277], [-1.173, 1.540, 1.857], [0.303, -3.228, 5.191], [1.729, -2.201, 5.438], [1.630, -3.213, 3.978], [-1.045, -1.357, 5.412], [-2.178, 0.588, 4.175], [-1.854, 2.155, 2.282], [-0.568, 1.898, 1.120]], "lowdin_charge": [0.4752, 0.0421, -0.0813, -0.3728, -0.0576, -0.0570, -0.1885, -0.2793, 0.0581, -0.3297, 0.0322, -0.2256, 0.1021, -0.1364, -0.2185, 0.1060, 0.1001, -0.2009, 0.0931, 0.0794, 0.1007, 0.0994, -0.0344, -0.0588, -0.0654, -0.0151, -0.3814, 0.1541, -0.4732, -0.0237, 0.1549, 0.0847, 0.0939, 0.0885, 0.1253, 0.0930, 0.0990, 0.0176]}